[1]
Density functional theory data (ωB97M-V with the def2-TZVPD basis set) for a structure of composition C29H89B5KNO11PbZr.

Structure (XYZ):
```
138
Properties=species:S:1:pos:R:3:lowdin_charge:R:1
Pb 3.78155 -2.02798 -0.45154 1.743
Zr 1.93503 -2.91375 4.54118 1.890
K -0.03702 -0.11228 1.15863 0.772
B 2.12927 -0.20188 -1.15303 -0.508
H 2.46950 -0.48052 -2.13834 -0.027
H 1.75928 -1.10376 -0.69046 -0.110
H 2.95680 0.12973 -0.54519 -0.077
H 1.32687 0.51763 -1.20499 -0.015
B 3.14233 -1.20514 5.69765 -0.320
H 3.19813 -1.14957 4.62153 -0.033
H 2.28047 -0.67541 6.07292 0.025
H 3.08509 -2.23010 6.02993 -0.055
H 4.03496 -0.73686 6.08259 0.023
B 0.84519 -4.57597 3.37274 -0.394
H 1.53489 -4.93118 4.12266 -0.023
H 1.25157 -3.86466 2.67049 -0.036
H 0.43777 -5.46557 2.91793 0.033
H 0.01772 -4.03159 3.80074 -0.022
B 0.22994 -1.41322 4.06132 -0.420
H 1.21164 -1.01597 4.26794 -0.040
H 0.30024 -1.86054 3.08193 -0.037
H 0.01464 -2.16005 4.80974 0.010
H -0.45163 -0.57673 4.05822 0.047
B 2.63586 -1.94153 1.87932 -0.519
H 1.70949 -1.94930 1.32613 -0.040
H 2.52812 -2.02249 2.94987 -0.080
H 3.22536 -2.76552 1.50815 -0.058
H 3.21376 -1.04858 1.69791 -0.012
C -1.17482 -3.59777 -2.86581 -0.083
O -0.26941 -3.95452 -3.96323 -0.191
C -0.99509 -4.58263 -5.05216 -0.178
C -1.56867 -3.66075 -6.15410 -0.198
O -0.48822 -3.09290 -6.89967 -0.178
C -1.01975 -2.42768 -8.03661 -0.121
H -1.94578 -2.90160 -3.19605 0.080
H -0.55666 -3.01865 -2.17980 0.064
H -1.47276 -4.52553 -2.37735 0.089
H -1.71066 -5.32355 -4.69568 0.119
H -0.30115 -5.19850 -5.62422 0.123
H -2.06820 -2.78577 -5.73816 0.115
H -2.26325 -4.19398 -6.80319 0.126
H -1.64799 -1.58728 -7.74144 0.086
H -1.53255 -3.10330 -8.72121 0.087
H -0.34156 -1.98052 -8.76339 0.087
C -2.87623 2.31439 2.03737 -0.036
O -1.69844 1.78787 2.76785 -0.234
C -1.01848 2.93396 3.24822 -0.196
C 0.44555 2.44907 3.49795 -0.125
O 1.12720 2.09272 2.24784 -0.257
C 2.50516 1.92316 2.23702 -0.106
H -3.44742 2.99951 2.66383 0.104
H -3.46241 1.42239 1.81642 0.066
H -2.48805 2.79089 1.13717 0.077
H -1.48695 3.21045 4.19278 0.132
H -1.06861 3.85522 2.66781 0.131
H 0.43612 1.66474 4.25480 0.114
H 0.93738 3.31687 3.93740 0.129
H 2.95986 1.31696 3.02051 0.093
H 3.04569 2.86921 2.26710 0.102
H 2.68148 1.51479 1.24191 0.078
C -2.82196 -4.36118 4.87774 -0.127
O -4.20759 -4.35305 4.77080 -0.136
C -4.77665 -3.30130 5.51250 -0.213
C -4.69757 -1.89057 5.04860 -0.205
O -4.98768 -1.71975 3.66840 -0.158
C -4.94682 -0.42740 3.21464 -0.138
H -2.37919 -5.18264 4.31449 0.093
H -2.45900 -4.42426 5.90360 0.095
H -2.45155 -3.45127 4.40556 0.069
H -4.43845 -3.33597 6.54813 0.130
H -5.82618 -3.54885 5.67161 0.136
H -3.72700 -1.48364 5.33233 0.117
H -5.36941 -1.30299 5.67429 0.136
H -5.27338 -0.34202 2.17822 0.089
H -3.91766 -0.07266 3.27037 0.071
H -5.55464 0.28929 3.76692 0.101
C -1.84897 1.89896 -1.38646 -0.121
O -2.23040 0.82425 -0.57080 -0.214
C -2.83688 -0.24464 -1.32542 -0.179
C -3.29129 -1.43040 -0.53957 -0.175
O -2.16218 -1.84316 0.23374 -0.245
C -2.46331 -2.89775 1.18843 -0.049
H -1.08525 1.77906 -2.15488 0.088
H -1.56589 2.80977 -0.85883 0.079
H -2.68700 2.23823 -1.99531 0.100
H -2.11492 -0.61996 -2.05069 0.121
H -3.63286 0.08596 -1.99266 0.140
H -3.76277 -2.22757 -1.11431 0.142
H -3.98983 -1.03934 0.20017 0.120
H -1.56085 -3.10911 1.76201 0.076
H -2.83100 -3.79329 0.68750 0.098
H -3.26745 -2.76526 1.91224 0.084
C 1.36387 -4.50798 -0.30830 -0.063
O 2.69551 -4.27871 -0.61598 -0.312
C 3.41710 -5.42423 -0.37044 -0.205
C 4.72959 -5.19126 -1.04948 -0.159
O 5.35705 -3.92729 -0.66660 -0.389
C 6.76243 -4.01516 -0.74797 -0.063
H 0.82857 -5.06227 -1.07921 0.115
H 0.84478 -3.55014 -0.27385 0.094
H 1.38427 -5.04092 0.64231 0.090
H 2.93344 -6.31559 -0.76999 0.161
H 3.62386 -5.48229 0.69819 0.145
H 4.55140 -5.32076 -2.11699 0.148
H 5.34946 -6.05888 -0.82343 0.142
H 7.21840 -3.08281 -0.41493 0.104
H 6.92667 -4.31635 -1.78258 0.113
H 7.11329 -4.77251 -0.04696 0.104
C 1.22633 4.87221 -0.78383 -0.038
C 1.07224 5.50640 -2.20210 -0.454
C -0.19503 4.85061 -2.80900 -0.174
C -0.80446 5.50258 -4.02062 -0.203
C -1.02911 6.97369 -3.75660 -0.117
C 0.20798 7.70913 -3.14945 -0.538
N 0.82015 6.98970 -2.07136 -0.113
O 1.95948 7.57172 -1.52842 -0.001
C 1.14103 8.03021 -4.27625 -0.038
C -0.22140 9.06738 -2.58286 -0.033
C 2.20228 5.01264 -3.13412 -0.013
H 1.21854 3.78237 -0.80110 0.066
H 0.41405 5.28747 -0.18730 0.079
H 2.14551 5.08357 -0.23745 0.074
H -0.14158 3.76208 -2.82795 0.102
H -1.04481 5.01997 -2.14773 0.111
H -1.73996 5.02816 -4.31707 0.117
H -0.13600 5.29694 -4.85666 0.104
H -1.97668 7.18680 -3.26184 0.120
H -1.26424 7.30920 -4.76667 0.123
H 0.88211 8.95608 -4.78988 0.095
H 2.17779 8.06574 -3.94161 0.089
H 1.20122 7.19563 -4.97479 0.072
H -0.76698 9.69890 -3.28402 0.094
H -0.85640 8.82012 -1.73213 0.084
H 0.68015 9.53967 -2.19267 0.084
H 2.35310 3.93707 -3.04187 0.084
H 3.12892 5.53031 -2.88623 0.086
H 1.83979 5.35131 -4.10469 0.063
H 1.57011 7.93765 -0.73087 0.110
```

charge: +2
frontier orbital gap: 3.268 eV
electronic energy: -81729.995 eV
max |F|: 5.370 eV Å⁻¹
E_HOMO: -11.2 eV

***

[2]
Density functional theory data (ωB97M-V with the def2-TZVPD basis set) for a cluster of 2 separate species, C2Br2I2 in total.

Structure (XYZ):
```
6
Properties=species:S:1:pos:R:3:lowdin_charge:R:1
Br 0.27417 -0.91703 3.24165 0.797
C -0.17550 -0.99099 1.54211 -0.818
C -0.47538 -1.13681 0.37198 -0.698
Br -1.11687 -1.09233 -1.37621 0.649
I 0.64695 1.87506 -3.03919 0.019
I 0.84662 2.26210 -0.74033 0.051
```

charge: 0
SMILES: BrC#CBr.II
frontier orbital gap: 8.560 eV
electronic energy: -158356.921 eV
max |F|: 7.279 eV Å⁻¹
E_HOMO: -8.8 eV

***

[3]
Density functional theory data (ωB97M-V with the def2-TZVPD basis set) for a cluster of 2 separate species, C2Br2N2P in total.

Structure (XYZ):
```
7
Properties=species:S:1:pos:R:3:lowdin_charge:R:1
C 1.27267 -2.20903 0.51013 -0.511
C -1.97394 2.05193 -0.32296 -0.799
N 1.17917 -2.92451 1.38627 0.192
N -2.05719 3.18300 -0.53660 0.122
P 1.03068 -1.00884 -0.82138 0.706
Br -1.95936 0.33557 0.19279 0.817
Br 2.50797 0.57188 -0.40825 0.473
```

charge: +1
frontier orbital gap (spin up / spin down): 6.085 / 6.086 eV
electronic energy: -154416.377 eV
max |F|: 4.030 eV Å⁻¹
E_HOMO (spin up / spin down): -15.3 / -15.3 eV

***

[4]
Density functional theory data (ωB97M-V with the def2-TZVPD basis set) for a cluster of 2 separate species, C2BrCl5S in total.

Structure (XYZ):
```
9
Properties=species:S:1:pos:R:3:lowdin_charge:R:1
C 0.57075 -1.66730 0.73772 -1.607
C -0.02102 2.02312 -1.32533 -1.793
S -0.64348 -2.80780 0.68090 0.369
Cl 0.60449 -0.40403 -0.48574 0.597
Cl 1.62895 -1.45452 2.05330 0.605
Cl -1.13101 1.74100 -2.59533 0.567
Cl -0.69917 2.70643 0.10162 0.551
Cl 1.51463 2.65164 -1.78197 0.555
Br -1.82415 -2.78854 2.61483 0.157
```

charge: 0
frontier orbital gap (spin up / spin down): 6.780 / 7.270 eV
electronic energy: -145560.675 eV
max |F|: 1.269 eV Å⁻¹
E_HOMO (spin up / spin down): -8.8 / -8.5 eV

***

[5]
Density functional theory data (ωB97M-V with the def2-TZVPD basis set) for a structure of composition C2BrClFIO.

Structure (XYZ):
```
7
Properties=species:S:1:pos:R:3:lowdin_spin:R:1
C 0.51196 -0.82345 -0.03038 0.056
C -0.33782 0.45307 0.00699 0.416
O 0.04186 -1.90117 -0.11948 0.026
F 0.44401 1.53230 0.30437 0.037
Cl 2.29359 -0.59722 -0.13359 0.027
Br -1.03999 1.00641 -1.64638 0.105
I -1.91361 0.33005 1.61847 1.333
```

spin multiplicity: 3
charge: 0
<S²>: 2.01
frontier orbital gap (spin up / spin down): 7.025 / 6.374 eV
electronic energy: -97500.372 eV
max |F|: 4.308 eV Å⁻¹
E_HOMO (spin up / spin down): -7.2 / -10.7 eV

***

[6]
Density functional theory data (ωB97M-V with the def2-TZVPD basis set) for an isolated molecule of C2BrClFN.

Structure (XYZ):
```
6
Properties=species:S:1:pos:R:3:lowdin_charge:R:1
N -0.25126 0.23888 -2.17657 0.205
C -0.14946 0.11556 -1.03965 -0.330
C -0.00418 -0.10417 0.38368 -1.258
F 1.41097 0.58046 0.71301 -0.213
Cl 0.15596 -1.77029 0.71165 0.751
Br -1.16203 0.93955 1.40788 0.844
```

charge: 0
SMILES: N#C[C@](F)(Cl)Br
frontier orbital gap: 11.512 eV
electronic energy: -88844.619 eV
max |F|: 4.143 eV Å⁻¹
E_HOMO: -11.8 eV